Entry 1:
Formula: C21H30N2SiSn
Source: the Open Molecules 2025 dataset
Level of theory: ωB97M-V/def2-TZVPD

HOMO energy (alpha / beta): -4.0 / -5.5 eV
gap between HOMO and LUMO (alpha / beta): 4.33 / 5.89 eV
E_LUMO (alpha / beta): 0.013 / 0.013 Eh
spin multiplicity: 1

Last column: Mulliken charge in e.
Positions of all 55 atoms, in Å:
C 0.5576 1.0086 4.4125  -1.073
C 0.2299 -0.3614 4.0130  -0.557
C 1.3281 -0.8410 3.2033  -0.697
H -0.6245 -0.9437 4.3854  0.484
C 2.3187 0.1794 3.1866  -0.412
C 1.8590 1.3058 3.8953  -0.475
H 2.4826 2.1696 4.1883  0.614
H 0.0066 1.6079 5.1516  0.718
H 1.4375 -1.8628 2.7711  0.409
H 3.3039 0.1090 2.6905  0.410
Sn -0.5233 0.9898 2.1721  0.483
C 0.4645 0.7315 -1.8790  -0.757
H 1.2803 0.4133 -1.1567  0.443
H 0.4360 1.8364 -2.0995  0.357
H -0.4024 0.7477 -1.0395  -0.026
Si -0.2494 -0.6613 -2.9820  0.267
C -1.8722 -1.5609 -2.6659  0.119
C -2.0788 -2.5424 -1.6909  -0.286
H -1.3100 -2.7715 -0.9725  0.496
C -3.2284 -3.3128 -1.7327  -0.551
H -3.3936 -4.0645 -0.9876  0.392
C -4.1975 -3.1539 -2.7190  -0.476
H -5.1680 -3.6637 -2.6938  0.369
C -3.9582 -2.1982 -3.7126  -0.456
H -4.6731 -2.0353 -4.5162  0.362
C -2.7997 -1.4168 -3.7016  -0.326
H -2.5758 -0.7815 -4.5628  0.273
C 1.0053 -2.0197 -3.1071  0.648
C 0.5020 -3.2460 -3.5574  -0.227
H -0.5367 -3.3787 -3.8452  0.381
C 1.3263 -4.3678 -3.5457  -0.714
H 0.9437 -5.3751 -3.7980  0.360
C 2.6955 -4.1667 -3.2389  -0.319
H 3.3881 -5.0263 -3.2296  0.316
C 3.2459 -2.8836 -2.9467  -0.614
H 4.3324 -2.7174 -2.7727  0.336
C 2.3649 -1.7914 -2.9015  -0.383
H 2.7176 -0.7800 -2.6940  0.276
H -0.2876 0.0078 -4.3403  -0.231
H 1.2072 0.7022 -2.9119  -0.080
N 1.1222 2.8474 1.7753  -0.729
C 1.2407 4.0963 2.6386  -0.832
C 0.0704 4.3056 3.5833  -0.065
C -1.2514 4.1556 2.8951  -0.820
N -1.7600 2.7843 3.0648  -0.541
H 0.8570 3.1930 0.8481  0.326
H 2.0900 2.5142 1.6418  0.256
H 2.1129 3.9959 3.2926  0.303
H 1.4033 4.9972 1.9982  0.455
H 0.1706 3.6798 4.4895  0.172
H 0.1487 5.3396 3.9388  0.332
H -2.0223 4.7919 3.3260  0.415
H -1.2057 4.3302 1.8179  0.329
H -1.8803 2.4703 4.0295  0.258
H -2.6501 2.6141 2.5916  0.289

=====

Entry 2:
Formula: C21H30N5OSSi2Sr
Source: the Open Molecules 2025 dataset
Level of theory: ωB97M-V/def2-TZVPD

HOMO energy: -4.1 eV
gap between HOMO and LUMO: 5.36 eV
E_LUMO: 0.046 Eh
charge: -1
relative energy (zero: lowest compared OMol25 entry of this formula, charge and spin): 6.29 kJ/mol
spin multiplicity: 1

Last column: Mulliken charge in e.
Positions of all 61 atoms, in Å:
Sr 0.4594 -0.8204 -0.6436  1.687
N -0.3462 3.4291 1.5170  -0.512
C -0.3627 2.0878 1.1666  0.354
S -0.9176 1.7504 -0.4591  -0.545
N 0.0198 1.2791 2.0975  -0.876
N 0.0334 -0.0702 1.7918  0.558
C 0.1522 -0.8120 2.8276  -0.883
C 0.2385 -2.2687 2.8757  0.763
C 0.4673 -2.8182 4.1444  -0.672
C 0.5578 -4.1768 4.3646  -0.657
C 0.4032 -5.0344 3.2729  -0.381
C 0.1719 -4.5298 2.0137  -0.580
C 0.0892 -3.1365 1.7581  0.441
O -0.1232 -2.7223 0.5495  -0.931
H -0.2581 4.0592 0.7380  0.218
H 0.2492 3.6275 2.3073  0.286
H 0.2105 -0.3111 3.7967  0.263
H 0.5806 -2.1315 4.9774  0.285
H 0.7431 -4.5654 5.3574  0.381
H 0.4653 -6.1077 3.4170  0.343
H 0.0494 -5.1863 1.1604  0.380
N 0.4590 1.7232 -8.3619  -0.459
C 0.3768 1.3144 -7.2919  -0.143
C 0.2736 0.8009 -5.9482  0.826
C 0.4744 1.6360 -4.8597  -0.849
C 0.3558 1.0908 -3.5897  -0.319
N 0.0707 -0.1944 -3.3815  0.146
C -0.1143 -0.9890 -4.4350  -0.573
C -0.0310 -0.5401 -5.7399  -0.593
H 0.7161 2.6806 -4.9900  0.454
H 0.4760 1.7043 -2.7025  0.492
H -0.3309 -2.0299 -4.2262  0.491
H -0.1913 -1.2107 -6.5715  0.447
C 5.1510 -2.1652 -0.7070  -1.118
Si 3.7759 -1.1115 -1.4454  0.267
C 4.4442 -0.4565 -3.0985  -1.106
C 2.5107 -2.4360 -2.0717  -1.320
C 3.1004 0.0642 -0.2768  0.094
Si 4.0092 0.8916 1.0599  -0.427
C 5.8969 0.7218 0.9829  -1.111
C 3.5752 0.3869 2.8264  -0.917
C 3.6412 2.7474 0.9805  -0.844
H 5.4035 -2.9922 -1.3762  0.354
H 4.8444 -2.5879 0.2526  0.322
H 6.0561 -1.5777 -0.5500  0.304
H 4.8295 -1.2517 -3.7441  0.304
H 5.2503 0.2588 -2.9132  0.300
H 3.6592 0.0742 -3.6480  0.224
H 3.0714 -3.1680 -2.6592  0.423
H 1.7510 -2.0293 -2.7464  0.090
H 2.0352 -3.0024 -1.2617  0.514
H 2.2704 0.7382 -0.5352  0.380
H 6.2219 -0.2824 1.2624  0.284
H 6.3650 1.4212 1.6818  0.348
H 6.2773 0.9424 -0.0186  0.309
H 3.7055 -0.6905 2.9652  0.264
H 2.5260 0.6220 3.0270  0.211
H 4.1882 0.9052 3.5698  0.395
H 4.0064 3.1848 0.0479  0.257
H 4.1018 3.2840 1.8160  0.313
H 2.5603 2.9137 1.0306  0.044

=====

Entry 3:
Formula: C21H30N6S2SeSiTeZr
Source: the Open Molecules 2025 dataset
Level of theory: ωB97M-V/def2-TZVPD

HOMO energy (alpha / beta): -4.5 / -4.5 eV
gap between HOMO and LUMO (alpha / beta): 4.24 / 4.29 eV
E_LUMO (alpha / beta): -0.008 / -0.008 Eh
relative energy (zero: lowest compared OMol25 entry of this formula, charge and spin): 0.00 kJ/mol
spin multiplicity: 1

Last column: Mulliken charge in e.
Positions of all 63 atoms, in Å:
Zr 0.5114 0.6759 0.1488  -0.368
N 0.7813 1.6858 2.4141  -0.268
C 2.0657 1.4757 3.1071  -0.538
C 2.1251 0.0889 3.7288  -0.714
C 2.2700 -1.0486 2.7316  -0.639
N 1.1618 -1.1033 1.7597  -0.184
H 0.7383 2.6627 2.1226  0.161
H 0.0057 1.5544 3.0580  0.222
H 2.2141 2.2314 3.8841  0.434
H 2.8557 1.5985 2.3632  0.222
H 1.2389 -0.0649 4.3587  0.265
H 2.9834 0.0446 4.4026  0.378
H 2.3442 -1.9946 3.2775  0.388
H 3.1853 -0.9218 2.1538  0.245
H 0.2965 -1.3451 2.2372  0.216
H 1.3436 -1.8614 1.1065  0.237
S 1.4767 -1.5182 -1.5854  -0.489
C 0.6202 -0.4365 -2.6467  0.574
C 0.5728 -0.5757 -4.0337  -0.773
C -0.0935 0.3641 -4.7856  -0.239
C -0.7006 1.4440 -4.1207  -0.939
C -0.6114 1.5337 -2.7597  -0.527
N 0.0599 0.6222 -2.0102  0.845
H 1.0730 -1.4218 -4.4848  0.444
H -0.1465 0.2755 -5.8616  0.381
H -1.2348 2.2099 -4.6665  0.398
H -1.0548 2.3563 -2.2111  0.362
N -3.7118 1.4673 1.3784  -0.005
C -3.3893 2.7797 1.6635  0.723
C -4.1246 3.7982 2.2540  -1.233
C -3.4928 5.0199 2.3912  -0.404
C -2.1802 5.2112 1.9461  -0.980
C -1.4518 4.1927 1.3595  -0.265
C -2.0661 2.9476 1.2306  0.285
N -1.6013 1.7407 0.6921  0.862
C -2.6172 0.9034 0.7956  0.356
C -2.4747 -0.4663 0.4096  -0.872
C -3.4469 -1.4096 0.2779  -0.422
S -2.7567 -2.8882 -0.2034  -0.203
C -1.2038 -2.1696 -0.2137  -0.457
N -1.1718 -0.8801 0.1515  0.736
H -4.5854 1.0080 1.5602  0.214
H -5.1427 3.6445 2.5864  0.425
H -4.0241 5.8454 2.8459  0.390
H -1.7264 6.1874 2.0538  0.446
H -0.4473 4.3470 0.9873  0.059
H -4.5114 -1.2865 0.3854  0.406
H -0.3288 -2.7340 -0.4744  0.345
Te 3.2859 -0.0517 -0.6635  -0.194
C 1.0650 5.5578 -2.6130  -1.064
Si 2.2736 4.1908 -2.1391  0.337
C 3.9466 4.9458 -1.7395  -1.091
C 2.4846 2.9923 -3.5638  -0.580
Se 1.5448 3.1954 -0.2451  -0.351
H 1.2906 5.9564 -3.6055  0.350
H 1.1102 6.3811 -1.8980  0.294
H 0.0429 5.1757 -2.6220  0.278
H 4.3357 5.5186 -2.5848  0.340
H 4.6613 4.1584 -1.4950  0.275
H 3.8738 5.6109 -0.8771  0.285
H 2.9483 3.4733 -4.4287  0.435
H 1.5273 2.5894 -3.8729  0.013
H 3.1114 2.1524 -3.2527  0.171

=====

Entry 4:
Formula: C21H30NO
Source: the Open Molecules 2025 dataset
Level of theory: ωB97M-V/def2-TZVPD

SMILES: CCCC[N+](CC#CCO)(CC#Cc1ccccc1)CCCC
HOMO energy: -11.6 eV
gap between HOMO and LUMO: 9.58 eV
E_LUMO: -0.073 Eh
charge: +1
relative energy (zero: lowest compared OMol25 entry of this formula, charge and spin): 433.73 kJ/mol
spin multiplicity: 1

Last column: Mulliken charge in e.
Positions of all 53 atoms, in Å:
C 0.6200 2.0937 4.7647  -1.525
C 0.3835 2.1818 3.2601  -0.144
C -0.5361 1.0490 2.7984  -0.806
C -1.1646 1.1649 1.4071  -0.708
N -0.2815 1.0678 0.1969  0.144
C 0.7185 -0.0212 0.4043  -0.185
C 1.3288 -0.4774 -0.8281  -1.251
C 1.8141 -0.9128 -1.8346  0.065
C 2.3903 -1.2436 -3.1234  -0.648
O 2.3082 -0.0814 -3.9284  -0.509
C -1.1673 0.7139 -0.9640  -0.367
C -1.7441 -0.6056 -0.8244  -0.329
C -2.2136 -1.7085 -0.7076  0.198
C -2.7562 -3.0063 -0.5752  0.316
C -4.1391 -3.1902 -0.5534  -0.524
C -4.6577 -4.4646 -0.4282  -0.537
C -3.8093 -5.5556 -0.3199  -0.458
C -2.4349 -5.3744 -0.3391  -0.548
C -1.9032 -4.1059 -0.4678  -0.390
C 0.3447 2.4002 -0.0652  -0.365
C 1.3763 2.5053 -1.1944  -0.716
C 2.8304 2.3756 -0.7362  -0.093
C 3.7701 2.5644 -1.9204  -1.431
H 1.2923 2.8835 5.0871  0.397
H 1.0650 1.1373 5.0281  0.359
H -0.3153 2.1989 5.3077  0.377
H 1.3554 2.1270 2.7636  0.296
H -0.0723 3.1473 3.0301  0.337
H -0.0237 0.0942 2.9198  0.305
H -1.3895 1.0267 3.4815  0.537
H -1.8915 0.3518 1.3137  0.462
H -1.7038 2.1127 1.3395  0.399
H 1.4853 0.3418 1.0919  0.718
H 0.1955 -0.8698 0.8564  0.795
H 3.4347 -1.5561 -2.9783  0.311
H 1.8262 -2.0765 -3.5682  0.367
H 2.6901 -0.2694 -4.7921  0.300
H -0.5711 0.7501 -1.8785  0.409
H -1.9607 1.4644 -1.0280  0.572
H -4.7927 -2.3350 -0.6410  0.425
H -5.7272 -4.6081 -0.4153  0.406
H -4.2195 -6.5488 -0.2219  0.397
H -1.7762 -6.2253 -0.2558  0.399
H -0.8332 -3.9556 -0.4893  0.437
H -0.4846 3.0793 -0.2778  0.499
H 0.8150 2.7299 0.8601  0.125
H 1.2608 3.4956 -1.6394  0.672
H 1.1970 1.7822 -1.9879  -0.113
H 3.0441 3.1305 0.0240  0.354
H 3.0144 1.3919 -0.3040  0.252
H 3.5520 1.8275 -2.6891  0.234
H 4.8035 2.4476 -1.6077  0.401
H 3.6525 3.5556 -2.3505  0.380

=====

Entry 5:
Formula: C21H31AuN6OPS2
Source: the Open Molecules 2025 dataset
Level of theory: ωB97M-V/def2-TZVPD

HOMO energy (alpha / beta): -16.6 / -16.6 eV
gap between HOMO and LUMO (alpha / beta): 8.33 / 4.50 eV
E_LUMO (alpha / beta): -0.303 / -0.446 Eh
charge: +3
spin multiplicity: 3

Last column: Mulliken spin population.
Positions of all 63 atoms, in Å:
Au 1.1020 -0.3976 -0.3917  0.502
C 5.5494 -0.9421 -0.4890  0.011
C 4.1751 -1.1932 -0.4456  -0.007
N 3.2945 -0.2120 -0.4025  0.192
C 3.6989 1.0771 -0.4054  0.014
C 5.0618 1.4138 -0.4661  0.012
C 5.9925 0.3576 -0.4985  -0.008
C 5.4346 2.7944 -0.4991  0.001
C 4.5027 3.7722 -0.4398  0.002
C 3.1118 3.4559 -0.3299  0.001
C 2.1029 4.4277 -0.2074  -0.003
C 0.7852 4.0413 -0.1374  0.005
C 0.4776 2.6816 -0.1775  -0.009
N 1.4112 1.7504 -0.2600  0.089
C 2.7148 2.1068 -0.3346  -0.016
H 6.2374 -1.7746 -0.5203  0.001
H 3.7919 -2.2055 -0.4451  0.007
H 7.0518 0.5799 -0.5282  0.000
H 6.4851 3.0440 -0.5732  0.001
H 4.7904 4.8149 -0.4711  0.000
H 2.3712 5.4757 -0.1602  0.000
H -0.0058 4.7723 -0.0520  0.001
H -0.5469 2.3339 -0.1427  -0.002
C -3.9549 -1.9209 0.1299  -0.017
N -3.1298 -1.5879 1.2815  0.610
C -3.7089 -1.9171 2.5679  -0.017
P -2.0333 -0.2924 1.0900  -0.053
O -1.2407 -0.5142 -0.1534  0.031
N -1.1339 -0.1819 2.4475  -0.009
C -0.3693 -1.3804 2.8120  0.000
C -1.1428 0.9112 3.4183  0.001
N -3.0074 1.0579 0.9650  0.335
C -3.3546 1.5509 -0.3646  -0.018
C -3.9786 1.3938 2.0027  -0.015
H -4.0743 -3.0065 0.0725  0.027
H -3.4932 -1.5575 -0.7859  0.000
H -4.9601 -1.4970 0.2276  0.026
H -3.7979 -3.0058 2.6443  0.036
H -4.7196 -1.5052 2.6668  0.034
H -3.0842 -1.5605 3.3822  0.003
H -0.4792 -2.1508 2.0462  0.002
H -0.6931 -1.7862 3.7732  -0.001
H 0.6916 -1.1357 2.8975  0.000
H -1.5341 1.8176 2.9628  -0.001
H -0.1196 1.1068 3.7395  0.000
H -1.7288 0.6672 4.3083  0.000
H -2.6551 1.1765 -1.1064  0.000
H -3.3259 2.6434 -0.3598  0.021
H -4.3723 1.2561 -0.6389  0.014
H -3.7489 0.8977 2.9430  0.005
H -4.9926 1.1235 1.6909  0.010
H -3.9714 2.4732 2.1709  0.016
S 0.9671 -2.8014 -0.7001  0.123
C 0.5215 -2.9066 -2.3599  0.009
N -0.6829 -3.2548 -2.7444  0.023
C -0.8965 -3.5495 -4.1625  -0.001
C 0.3359 -3.0329 -4.9141  0.000
S 1.6253 -2.7163 -3.6535  0.011
H -1.3933 -3.4558 -2.0578  -0.001
H -1.8021 -3.0523 -4.5069  0.001
H -1.0239 -4.6251 -4.2925  0.001
H 0.1467 -2.0992 -5.4379  0.000
H 0.7255 -3.7562 -5.6248  0.001

=====

Entry 6:
Formula: C21H31BN9O3SeV
Source: the Open Molecules 2025 dataset
Level of theory: ωB97M-V/def2-TZVPD

HOMO energy (alpha / beta): -10.1 / -11.3 eV
gap between HOMO and LUMO (alpha / beta): 5.87 / 7.01 eV
E_LUMO (alpha / beta): -0.156 / -0.156 Eh
charge: +1
relative energy (zero: lowest compared OMol25 entry of this formula, charge and spin): 109.15 kJ/mol
spin multiplicity: 4

Last column: Mulliken spin population.
Positions of all 67 atoms, in Å:
V 0.2564 -0.0780 -0.1413  2.858
C -0.7498 1.0703 3.9944  0.001
O -1.0311 1.8635 2.8549  0.005
C -2.4094 2.0511 2.6573  0.001
C -3.0560 0.8483 1.9756  0.006
O -2.5759 0.6772 0.6443  -0.004
C -3.1763 1.5930 -0.2602  0.004
C -2.3579 1.6165 -1.5546  0.021
O -0.9885 1.9252 -1.3187  -0.024
C -0.6982 3.3085 -1.2714  0.025
H -1.1278 1.5557 4.9015  0.000
H -1.1877 0.0686 3.9173  0.001
H 0.3285 0.9730 4.0634  0.000
H -2.9226 2.2697 3.6025  0.000
H -2.4984 2.9387 2.0266  -0.001
H -2.7959 -0.0695 2.5045  -0.001
H -4.1473 0.9409 1.9811  0.001
H -4.2076 1.2840 -0.4765  0.003
H -3.2263 2.5920 0.1829  -0.001
H -2.3615 0.6142 -1.9831  -0.002
H -2.7873 2.3139 -2.2827  0.003
H -0.7791 3.7537 -2.2697  0.002
H -1.3630 3.8456 -0.5906  0.005
H 0.3205 3.4101 -0.9037  -0.012
B 1.7985 -1.7090 2.3185  -0.037
N 2.1019 -0.1927 2.2246  0.071
C 3.0095 0.4799 2.9346  0.021
C 3.0227 1.8000 2.5042  0.011
C 2.0594 1.8372 1.5038  0.068
N 1.5182 0.6338 1.3441  -0.154
N 0.2644 -1.9165 2.2266  0.074
C -0.5060 -2.6357 3.0441  0.014
C -1.8065 -2.6271 2.5572  0.013
C -1.7300 -1.8510 1.4090  0.062
N -0.4739 -1.4421 1.2140  -0.148
H 2.3447 -2.2960 1.4278  0.002
H 2.1506 -2.0855 3.3938  0.000
H 3.5740 -0.0187 3.7015  0.002
H 3.6249 2.6074 2.8749  0.001
H 1.7110 2.6707 0.9171  0.000
H -0.0819 -3.1027 3.9133  0.002
H -2.6699 -3.1021 2.9785  0.001
H -2.5064 -1.5496 0.7221  -0.009
C -0.4097 0.2749 -3.9752  0.006
C -0.6514 -0.9958 -3.2427  0.033
N -0.8006 -1.1611 -1.9380  -0.007
C -1.0274 -2.5088 -1.7516  0.045
C -1.0259 -3.1489 -2.9477  -0.005
N -0.7852 -2.1777 -3.8845  0.003
H -0.1817 1.0635 -3.2652  0.005
H -1.2982 0.5667 -4.5395  0.002
H 0.4147 0.1694 -4.6823  0.002
H -1.1736 -2.9290 -0.7741  -0.004
H -1.1760 -4.1781 -3.2102  0.000
H -0.7385 -2.3081 -4.8809  0.000
Se 2.7714 2.3770 -2.8382  -0.001
N 3.8190 1.0637 -3.4011  0.017
C 3.4701 -0.0373 -2.7628  -0.009
C 4.0436 -1.3328 -2.9001  0.032
C 3.5155 -2.3335 -2.1407  -0.015
C 2.4292 -2.0828 -1.2516  0.088
N 1.8806 -0.9056 -1.0907  -0.074
C 2.3952 0.1185 -1.8344  0.004
N 1.8755 1.3211 -1.7199  -0.007
H 4.8654 -1.4864 -3.5821  0.001
H 3.9033 -3.3392 -2.1873  0.000
H 2.0220 -2.8962 -0.6626  0.000